{"formula": "C27H19CrN6O6SSe", "method": "ωB97M-V/def2-TZVPD", "lumo_energy_ev": [-2.42, -2.46], "homo_lumo_gap_ev": [5.32, 5.41], "e_above_lowest_kcal_mol": 10.0, "spin_multiplicity": 4, "symbols": ["Cr", "C", "O", "C", "C", "C", "C", "C", "C", "N", "N", "C", "O", "C", "C", "C", "C", "C", "C", "C", "O", "H", "H", "H", "H", "H", "H", "H", "H", "H", "H", "H", "H", "O", "S", "O", "N", "C", "O", "C", "C", "C", "C", "C", "C", "H", "H", "H", "H", "Se", "N", "C", "C", "C", "C", "N", "C", "N", "H", "H", "H"], "positions_angstrom": [[-0.21, 0.03, -0.06], [-1.09, 4.20, -0.67], [0.19, 4.59, -1.16], [1.30, 3.82, -1.01], [2.50, 4.49, -1.19], [3.73, 3.85, -1.11], [3.76, 2.51, -0.84], [2.57, 1.79, -0.65], [2.69, 0.37, -0.41], [1.72, -0.43, -0.19], [2.03, -1.78, 0.03], [0.93, -2.40, 0.37], [-0.22, -1.81, 0.49], [0.98, -3.86, 0.63], [-0.21, -4.55, 0.78], [-0.19, -5.92, 1.01], [1.03, -6.59, 1.09], [2.22, -5.89, 0.93], [2.20, -4.53, 0.70], [1.32, 2.44, -0.72], [0.19, 1.77, -0.55], [-1.71, 5.09, -0.78], [-1.04, 3.93, 0.39], [-1.51, 3.38, -1.23], [2.44, 5.55, -1.42], [4.64, 4.41, -1.25], [4.71, 1.98, -0.78], [3.69, -0.07, -0.42], [-1.15, -4.02, 0.69], [-1.11, -6.47, 1.11], [1.04, -7.66, 1.26], [3.17, -6.42, 0.98], [3.12, -3.97, 0.56], [-1.71, -4.76, -2.20], [-2.16, -3.56, -2.85], [-3.51, -3.50, -3.34], [-1.86, -2.26, -1.89], [-0.97, -1.48, -2.43], [-0.58, -0.36, -1.93], [-0.46, -1.90, -3.77], [0.47, -1.27, -4.58], [0.80, -1.89, -5.78], [0.23, -3.11, -6.14], [-0.70, -3.73, -5.32], [-1.03, -3.10, -4.14], [0.91, -0.33, -4.27], [1.52, -1.43, -6.44], [0.51, -3.57, -7.07], [-1.15, -4.68, -5.59], [-3.75, -0.31, 1.38], [-3.51, -0.06, 3.11], [-2.25, 0.31, 3.28], [-1.56, 0.61, 4.50], [-0.25, 0.91, 4.41], [0.45, 0.89, 3.15], [-0.15, 0.63, 2.03], [-1.49, 0.40, 2.09], [-2.11, 0.17, 0.95], [-2.08, 0.57, 5.45], [0.32, 1.14, 5.30], [1.52, 1.07, 3.11]], "lowdin_charge": [0.895, -0.068, -0.073, -0.201, -0.002, -0.091, -0.060, -0.134, -0.033, -0.071, 0.113, -0.413, -0.162, -0.143, -0.023, -0.070, -0.086, -0.084, -0.031, -0.234, -0.194, 0.091, 0.090, 0.087, 0.122, 0.101, 0.109, 0.137, 0.111, 0.106, 0.100, 0.100, 0.105, -0.294, 0.636, -0.296, 0.003, -0.465, -0.096, -0.131, 0.003, -0.064, -0.067, -0.028, -0.209, 0.122, 0.104, 0.105, 0.122, 1.287, -0.202, -0.361, 0.030, -0.016, -0.039, 0.085, -0.445, -0.251, 0.127, 0.113, 0.137]}



{"formula": "C4H9N2O2", "method": "ωB97M-V/def2-TZVPD", "lumo_energy_ev": 4.05, "homo_lumo_gap_ev": 7.35, "e_above_lowest_kcal_mol": 74.3, "spin_multiplicity": 1, "total_charge": -1, "symbols": ["C", "N", "C", "O", "C", "N", "C", "O", "H", "H", "H", "H", "H", "H", "H", "H", "H"], "positions_angstrom": [[-0.42, 0.46, -0.97], [-1.05, -0.13, 0.22], [-2.35, -0.41, 0.26], [-3.04, -0.74, 1.22], [0.61, 1.46, -0.37], [1.30, 0.93, 0.79], [2.30, -0.68, 0.05], [2.25, -1.10, -1.11], [-1.17, 0.99, -1.55], [0.15, -0.28, -1.52], [-0.31, -0.08, 0.95], [-2.81, -0.32, -0.74], [0.15, 2.45, -0.23], [1.31, 1.69, -1.20], [1.30, 1.61, 1.53], [1.84, -1.22, 0.89], [3.29, -0.29, 0.35]], "lowdin_charge": [-0.196, 0.023, -0.429, -0.061, -0.367, -0.148, -0.364, -0.157, 0.097, 0.081, 0.110, 0.117, 0.085, 0.083, 0.008, 0.061, 0.058]}



{"formula": "C17H35BrF2N8O4S2", "method": "ωB97M-V/def2-TZVPD", "lumo_energy_ev": -0.95, "homo_lumo_gap_ev": 7.96, "spin_multiplicity": 1, "symbols": ["C", "C", "C", "C", "C", "C", "C", "N", "N", "N", "C", "C", "C", "C", "C", "N", "C", "N", "N", "N", "C", "Br", "C", "C", "C", "H", "H", "H", "H", "H", "H", "H", "H", "H", "H", "H", "H", "H", "H", "H", "H", "H", "H", "H", "H", "H", "H", "H", "H", "H", "H", "H", "H", "H", "H", "H", "H", "H", "H", "H", "N", "S", "O", "O", "F", "S", "O", "O", "F"], "positions_angstrom": [[5.67, 1.48, 1.28], [4.51, 1.29, 1.02], [3.10, 1.00, 0.79], [2.37, 2.22, 0.21], [0.91, 1.87, -0.28], [-0.08, 2.73, 0.51], [-0.17, 4.22, 0.02], [0.92, 5.09, 0.52], [-1.43, 4.83, 0.47], [-0.19, 4.29, -1.44], [0.62, 0.36, -0.14], [-0.78, 0.03, -0.68], [-1.10, 0.58, -2.08], [-2.58, 0.36, -2.55], [-3.46, -0.43, -1.60], [-4.88, -0.43, -2.08], [-5.72, -0.78, -0.97], [-5.90, -1.98, -0.61], [-6.39, 0.23, -0.30], [1.73, -0.33, -0.87], [1.46, -1.73, -1.32], [0.90, -2.87, 0.17], [2.70, -2.36, -2.05], [3.53, -3.37, -1.24], [2.99, -0.28, -0.08], [6.67, 1.66, 1.58], [2.67, 0.76, 1.77], [2.35, 2.97, 1.00], [2.96, 2.64, -0.61], [0.92, 2.09, -1.35], [-1.11, 2.37, 0.50], [0.29, 2.80, 1.54], [1.15, 4.80, 1.47], [1.72, 4.94, -0.08], [-1.94, 4.20, 1.07], [-2.01, 4.94, -0.36], [-0.37, 5.26, -1.69], [0.73, 4.08, -1.82], [0.63, 0.05, 0.90], [-1.50, 0.47, 0.01], [-1.01, -1.03, -0.68], [-0.91, 1.65, -2.18], [-0.47, 0.02, -2.79], [-2.56, -0.07, -3.56], [-3.04, 1.34, -2.66], [-3.13, -1.48, -1.59], [-3.49, -0.02, -0.59], [-4.95, -1.12, -2.81], [-5.36, -2.59, -1.22], [-5.89, 1.11, -0.34], [-6.45, -0.03, 0.68], [1.91, 0.22, -1.71], [0.66, -1.79, -2.05], [2.30, -2.91, -2.91], [3.32, -1.57, -2.48], [3.81, -3.04, -0.25], [4.47, -3.51, -1.79], [3.07, -4.35, -1.16], [3.86, -0.29, -0.74], [3.10, -1.13, 0.59], [-0.58, -3.86, 3.81], [-0.83, -3.99, 5.38], [0.24, -3.56, 6.21], [-1.58, -5.13, 5.80], [-1.88, -2.81, 5.53], [0.50, -4.86, 3.28], [0.94, -4.49, 1.95], [0.30, -6.24, 3.51], [1.79, -4.52, 4.14]], "lowdin_charge": [0.159, -0.104, -0.288, -0.089, -0.238, -0.072, -0.644, 0.077, 0.078, 0.079, -0.230, -0.166, -0.162, -0.161, -0.222, 0.003, -0.586, 0.130, 0.118, -0.062, -0.568, 1.049, -0.245, -0.143, -0.082, 0.035, 0.158, 0.102, 0.127, 0.112, 0.106, 0.129, 0.070, 0.061, 0.066, 0.069, 0.090, 0.069, 0.158, 0.108, 0.078, 0.088, 0.101, 0.109, 0.108, 0.121, 0.114, 0.109, 0.040, 0.083, 0.094, 0.188, 0.088, 0.113, 0.106, 0.059, 0.082, 0.072, 0.137, 0.122, -0.306, 0.482, -0.285, -0.272, -0.197, 0.466, -0.545, -0.260, -0.188]}



no.,F_max (eV/A)
1,1.5
2,2.9
3,2.2